one:
# C60H105N15

A cluster of 15 separate species, C60H105N15 in total (ωB97M-V/def2-TZVPD, OMol25).

Each line ends with the Mulliken charge.
CARTESIAN COORDINATES (ANGSTROEM)
1 C -0.79119 4.44392 -2.14223  -0.743
2 C 0.10576 5.68231 -1.95767  -0.119
3 C -0.71281 7.00045 -1.86204  -0.282
4 C 0.04913 8.23143 -1.99731  0.019
5 N 0.71750 9.16174 -2.15384  -0.460
6 H -1.41100 4.32256 -1.25387  0.297
7 H -0.13581 3.57580 -2.21248  -0.048
8 H -1.40123 4.52984 -3.04144  0.482
9 H 0.87533 5.73837 -2.72755  0.573
10 H 0.67984 5.64570 -1.03183  -0.289
11 H -1.21039 7.21304 -0.91582  0.215
12 H -1.40412 7.03631 -2.70401  0.388
13 C -7.17453 -1.36494 -2.70207  -0.994
14 C -6.54092 -1.18883 -4.06801  -0.780
15 C -5.21367 -0.45020 -4.11136  -0.245
16 C -4.26013 -0.85838 -3.08006  0.176
17 N -3.49996 -1.22894 -2.27777  0.002
18 H -6.49439 -2.02952 -2.16929  0.191
19 H -8.16697 -1.81082 -2.76809  0.360
20 H -7.26049 -0.40545 -2.19211  0.282
21 H -7.21770 -0.61679 -4.70270  0.371
22 H -6.40473 -2.16998 -4.52286  0.338
23 H -5.43883 0.58750 -3.86522  0.326
24 H -4.80058 -0.50636 -5.11848  0.133
25 C 3.63837 0.07771 3.61375  -0.526
26 C 3.24003 -0.52311 4.99188  -0.030
27 C 4.01263 0.19121 6.14936  -0.707
28 C 4.03610 1.67818 6.08561  0.213
29 N 4.04439 2.87864 6.00837  -0.555
30 H 3.15770 1.04627 3.47616  0.215
31 H 3.30112 -0.57463 2.80826  -0.160
32 H 4.71843 0.20143 3.53448  0.470
33 H 3.57266 -1.56097 5.00946  0.308
34 H 2.17351 -0.67165 5.16091  -0.034
35 H 5.05297 -0.12952 6.09536  0.390
36 H 3.62372 -0.05680 7.13696  0.398
37 C 4.69294 3.47008 0.78790  -1.488
38 C 3.93793 2.38801 0.00419  0.377
39 C 2.76537 2.89899 -0.88233  2.032
40 C 3.20306 3.84298 -1.94810  -0.083
41 N 3.54667 4.54561 -2.76696  -0.666
42 H 4.92453 4.32169 0.14820  0.378
43 H 5.63159 3.12101 1.21821  0.430
44 H 4.09473 3.76983 1.64837  0.195
45 H 3.61138 1.61681 0.70184  -0.292
46 H 4.61778 1.97811 -0.74273  0.330
47 H 2.05673 3.46744 -0.28001  -0.482
48 H 2.18414 2.07588 -1.29798  -0.691
49 C 5.97255 -1.07269 0.32263  -1.352
50 C 5.38362 -2.47842 0.07496  -0.327
51 C 4.50704 -2.57876 -1.18455  -0.207
52 C 3.80959 -1.33995 -1.58881  -0.072
53 N 3.25766 -0.40836 -1.95754  -0.084
54 H 6.56329 -1.05514 1.23850  0.451
55 H 5.22530 -0.28249 0.39551  0.168
56 H 6.57273 -0.76327 -0.53301  0.360
57 H 4.90216 -2.74959 1.01451  0.052
58 H 6.20983 -3.17463 -0.06916  0.429
59 H 3.84218 -3.43632 -1.08140  0.054
60 H 5.12229 -2.81189 -2.05359  0.599
61 C -4.19970 -5.41605 1.19399  -1.477
62 C -2.83966 -5.11320 0.54184  -0.136
63 C -2.98348 -3.99458 -0.54585  1.953
64 C -3.93485 -4.36044 -1.61862  -0.026
65 N -4.71896 -4.64209 -2.42031  -0.636
66 H -4.06400 -6.00579 2.10057  0.408
67 H -4.86660 -5.95354 0.51986  0.446
68 H -4.64832 -4.46854 1.49243  0.310
69 H -2.45638 -5.99726 0.03229  0.466
70 H -2.15036 -4.65449 1.25075  0.002
71 H -2.02370 -3.77504 -1.01352  -0.949
72 H -3.30450 -3.04162 -0.12523  -0.430
73 C 2.73251 0.95584 -4.99096  -0.550
74 C 2.97686 1.63986 -6.29895  -0.695
75 C 2.69308 3.14558 -6.20916  -0.364
76 C 1.29753 3.47862 -5.80961  0.219
77 N 0.25029 3.73197 -5.48624  -0.433
78 H 1.68192 1.09992 -4.73878  0.014
79 H 3.37053 1.36493 -4.20758  0.232
80 H 2.88346 -0.12364 -4.98571  0.328
81 H 2.37155 1.20296 -7.09319  0.326
82 H 4.01789 1.52863 -6.60225  0.366
83 H 2.99598 3.69634 -7.09967  0.415
84 H 3.27169 3.48517 -5.35008  0.130
85 C -1.68436 -4.85644 4.83782  -1.399
86 C -0.51434 -3.89676 4.58073  0.203
87 C -0.91156 -2.41594 4.45558  0.757
88 C -1.84525 -2.22841 3.28969  -0.125
89 N -2.60334 -2.08639 2.41558  -0.376
90 H -2.27939 -4.56330 5.70276  0.388
91 H -1.26138 -5.84656 5.00770  0.438
92 H -2.38594 -4.92112 4.00615  0.198
93 H 0.15122 -4.27182 3.80325  -0.626
94 H 0.15087 -3.96391 5.44160  0.493
95 H -0.03235 -1.78977 4.30404  -0.584
96 H -1.39863 -2.06412 5.36504  0.552
97 C -0.88251 -3.31002 -4.33119  -0.973
98 C 0.56334 -2.76516 -4.22203  0.663
99 C 1.55945 -3.61141 -3.44240  -0.420
100 C 1.01138 -4.21989 -2.21814  0.167
101 N 0.57591 -4.62102 -1.22129  -0.458
102 H -1.41222 -3.39079 -3.38198  0.059
103 H -0.92146 -4.27980 -4.82728  0.437
104 H -1.37945 -2.57167 -4.96046  0.148
105 H 0.47381 -1.81911 -3.68811  -0.609
106 H 0.98932 -2.62603 -5.21564  0.537
107 H 2.51054 -3.15386 -3.17005  -0.053
108 H 1.84831 -4.48053 -4.03341  0.540
109 C -0.50125 1.35705 5.36263  -0.135
110 C -0.18046 2.10947 6.72786  -0.577
111 C -1.16141 1.81480 7.84808  -0.580
112 C -2.51988 2.24149 7.45344  0.237
113 N -3.60165 2.57471 7.16243  -0.453
114 H 0.21886 1.63155 4.59177  -0.140
115 H -1.42840 1.67298 4.88442  0.198
116 H -0.49201 0.30839 5.65980  0.138
117 H -0.19056 3.17562 6.50138  0.357
118 H 0.82973 1.86865 7.05898  0.233
119 H -0.83766 2.36020 8.73455  0.373
120 H -1.20299 0.77177 8.16188  0.303
121 C 1.46656 -6.93781 3.10523  -1.052
122 C 2.67801 -6.81015 2.25574  -0.800
123 C 2.72047 -5.54945 1.44667  -0.102
124 C 2.41623 -4.24953 2.06769  0.360
125 N 2.19383 -3.20543 2.55914  -0.328
126 H 0.54084 -6.88281 2.53241  0.243
127 H 1.45229 -6.19903 3.90655  0.248
128 H 1.46162 -7.88405 3.64626  0.458
129 H 2.80965 -7.63290 1.55300  0.372
130 H 3.54985 -6.83056 2.90964  0.343
131 H 2.00573 -5.65024 0.62991  0.091
132 H 3.71134 -5.49729 0.99549  0.299
133 C -3.78431 1.59256 2.98653  -1.602
134 C -2.94907 1.71525 1.70942  0.329
135 C -3.46605 0.80670 0.53060  1.837
136 C -4.80695 1.19277 0.13096  -0.020
137 N -5.88553 1.45438 -0.13484  -0.628
138 H -4.82762 1.79259 2.74244  0.570
139 H -3.57255 2.42440 3.65834  0.364
140 H -3.59865 0.59675 3.38898  0.173
141 H -1.94262 1.44639 2.03017  -0.246
142 H -2.90564 2.76028 1.40262  0.113
143 H -3.44802 -0.25796 0.76358  -0.543
144 H -2.81699 1.04084 -0.31320  -0.498
145 C -2.26228 1.00751 -5.21364  -0.410
146 C -1.98751 0.63045 -6.66714  -0.446
147 C -2.30367 1.73720 -7.58443  -0.412
148 C -3.73127 2.20729 -7.58670  0.170
149 N -4.83203 2.60943 -7.56851  -0.487
150 H -2.00850 0.29282 -4.43075  -0.043
151 H -3.32766 1.20453 -5.09433  0.228
152 H -1.82083 1.95855 -4.91572  0.195
153 H -2.49329 -0.32810 -6.78316  0.352
154 H -0.92244 0.43726 -6.79526  0.226
155 H -2.01228 1.45545 -8.59625  0.416
156 H -1.67796 2.60820 -7.38957  0.159
157 C -0.93044 5.20627 1.72582  -0.228
158 C 0.07120 4.56964 2.69706  0.521
159 C 1.18532 5.52059 3.12786  -0.590
160 C 2.00625 6.12279 2.08896  0.122
161 N 2.56172 6.60979 1.25975  -0.463
162 H -0.48020 5.59123 0.81085  -0.118
163 H -1.54640 5.96671 2.20586  0.462
164 H -1.65252 4.43524 1.45706  -0.360
165 H 0.48084 3.67926 2.22007  -0.237
166 H -0.49075 4.30094 3.59155  0.325
167 H 1.91136 4.94802 3.70502  0.247
168 H 0.82236 6.29623 3.80220  0.416
169 C -0.27523 0.14579 -1.40292  -0.789
170 C -0.43405 -1.16029 -0.59044  2.132
171 C 0.63985 -1.27280 0.49020  1.595
172 C 0.64578 -0.08295 1.37297  -0.729
173 N 0.67786 0.84040 2.06819  0.298
174 H -0.00783 1.08380 -0.91637  0.259
175 H -1.23786 0.43535 -1.82437  -0.104
176 H 0.39245 0.04712 -2.25881  -0.202
177 H -0.38498 -1.96769 -1.32106  -0.601
178 H -1.40311 -1.31147 -0.11487  -0.928
179 H 1.62659 -1.22339 0.02975  -1.049
180 H 0.49718 -2.19376 1.05550  -0.020

Values from the calculation:
- 2S+1 = 1
- lowest unoccupied orbital energy (eV) = -0.26
- net charge = 0
- Kohn-Sham gap (eV) = 10.44

=====

two:
# C60H105N15

A cluster of 15 separate species, C60H105N15 in total (ωB97M-V/def2-TZVPD, OMol25).

Each line ends with the Mulliken charge.
CARTESIAN COORDINATES (ANGSTROEM)
1 C 6.52992 11.45964 -14.36193  -1.105
2 C 6.68724 11.80411 -12.89091  1.362
3 C 6.82941 10.55091 -12.02273  -0.813
4 C 5.59292 9.81943 -11.87829  0.313
5 N 4.62202 9.32256 -11.74182  -0.442
6 H 6.43206 12.35220 -14.97230  0.227
7 H 5.63709 10.84046 -14.52472  -0.085
8 H 7.40148 10.89242 -14.71353  0.462
9 H 5.81063 12.36034 -12.54517  -1.012
10 H 7.59341 12.39723 -12.77166  0.301
11 H 7.16919 10.78916 -11.01222  0.358
12 H 7.56684 9.85902 -12.45443  0.391
13 C 0.55136 9.82289 -13.83536  -1.074
14 C 1.38205 10.52340 -12.68644  -0.659
15 C 2.44780 11.44599 -13.22580  2.139
16 C 3.04798 12.31555 -12.21687  -0.400
17 N 3.57693 12.95430 -11.46642  -0.422
18 H -0.38044 9.41238 -13.43834  0.445
19 H 1.10307 8.97949 -14.26743  0.232
20 H 0.30220 10.50871 -14.64702  0.166
21 H 1.87428 9.77310 -12.07119  0.374
22 H 0.69250 11.08875 -12.05339  0.438
23 H 2.11640 12.10941 -14.02576  -0.991
24 H 3.31220 10.88435 -13.60265  -0.152
25 C 11.14409 17.58256 -15.21964  -1.700
26 C 9.85360 16.79850 -15.44954  0.107
27 C 9.18346 16.42099 -14.14709  1.254
28 C 9.99247 15.55224 -13.31800  -0.060
29 N 10.59859 14.91387 -12.67208  -0.543
30 H 11.58887 17.87861 -16.17745  0.428
31 H 11.91380 16.98997 -14.71572  0.383
32 H 10.97369 18.49110 -14.62579  0.333
33 H 10.19245 15.92047 -16.01903  0.322
34 H 9.20184 17.38101 -16.08199  -0.018
35 H 8.22972 15.90996 -14.31251  -0.578
36 H 9.03032 17.32739 -13.54686  0.164
37 C 4.51023 8.67292 -16.71173  -0.883
38 C 3.51747 9.08670 -17.79056  -0.692
39 C 2.41975 10.02648 -17.27951  -0.364
40 C 2.93296 11.28091 -16.74040  0.265
41 N 3.34064 12.27190 -16.33281  -0.221
42 H 5.10458 9.52320 -16.39302  0.127
43 H 5.17852 7.91520 -17.10976  0.393
44 H 3.97532 8.25024 -15.86042  0.268
45 H 2.99027 8.20175 -18.16718  0.364
46 H 4.01925 9.51759 -18.65992  0.343
47 H 1.81735 9.51442 -16.52510  0.072
48 H 1.73197 10.26657 -18.10001  0.339
49 C 0.78128 16.76124 -10.65416  -1.859
50 C 1.57753 15.72670 -11.44622  0.880
51 C 0.79781 15.06274 -12.56737  0.060
52 C 0.26277 16.00924 -13.50393  0.317
53 N -0.14239 16.77707 -14.26321  -0.361
54 H 0.32913 17.51077 -11.30781  0.257
55 H 1.45372 17.29230 -9.97056  0.457
56 H 0.01447 16.29838 -10.03476  0.458
57 H 1.96112 14.95653 -10.77723  0.559
58 H 2.48645 16.17378 -11.87357  -0.722
59 H -0.00779 14.44075 -12.16587  0.806
60 H 1.46521 14.38477 -13.11695  -0.719
61 C -1.29571 17.77300 -16.65361  0.477
62 C -2.44433 18.42436 -17.34774  -0.907
63 C -2.20676 19.86159 -17.75729  -0.503
64 C -1.88578 20.71338 -16.64358  0.268
65 N -1.63093 21.36202 -15.73470  -0.543
66 H -1.69650 16.85201 -16.21580  -0.170
67 H -0.99634 18.35052 -15.77510  0.341
68 H -0.47303 17.58591 -17.33443  -0.358
69 H -3.35749 18.39252 -16.73877  0.430
70 H -2.75276 17.88822 -18.25467  0.228
71 H -3.14292 20.26750 -18.18296  0.413
72 H -1.49112 20.00246 -18.56850  0.273
73 C 4.38548 21.63885 -21.36620  -0.945
74 C 4.60403 20.19049 -21.61103  -0.889
75 C 4.61886 19.36061 -20.35923  0.660
76 C 5.45851 19.90319 -19.31307  0.129
77 N 6.01179 20.40364 -18.51548  -0.484
78 H 5.18630 22.06330 -20.76138  0.319
79 H 3.45495 21.77313 -20.79394  0.086
80 H 4.30836 22.18145 -22.30138  0.436
81 H 5.51329 19.99692 -22.19759  0.347
82 H 3.82341 19.77026 -22.25506  0.359
83 H 4.97153 18.33986 -20.58226  0.155
84 H 3.60889 19.21094 -19.95712  -0.185
85 C 6.68825 18.57512 -15.67584  0.023
86 C 5.80027 19.73261 -15.13337  -0.346
87 C 5.60324 19.59413 -13.62704  -1.237
88 C 4.70336 18.52347 -13.23689  -0.201
89 N 4.01232 17.69725 -12.87486  0.036
90 H 6.34215 17.63924 -15.23368  -0.199
91 H 7.74154 18.74532 -15.44394  0.335
92 H 6.62436 18.53923 -16.76509  -0.284
93 H 4.83995 19.69424 -15.66827  -0.100
94 H 6.25518 20.69084 -15.37675  0.711
95 H 5.18092 20.50708 -13.16806  0.452
96 H 6.55523 19.45400 -13.10276  0.569
97 C 1.24946 15.07620 -21.86474  -1.365
98 C 1.47547 16.35513 -21.10118  -0.535
99 C 0.55607 16.48772 -19.88527  2.945
100 C -0.77708 16.82317 -20.28167  0.055
101 N -1.86062 17.05368 -20.56345  -0.665
102 H 1.61587 14.22538 -21.27107  0.277
103 H 1.79561 15.05681 -22.80353  0.418
104 H 0.18191 14.89033 -21.99756  0.325
105 H 1.35938 17.22557 -21.74538  0.475
106 H 2.49670 16.37534 -20.70371  0.209
107 H 0.89168 17.28497 -19.21387  -0.809
108 H 0.49801 15.53808 -19.34874  -1.258
109 C 6.84327 15.68181 -18.42006  -0.109
110 C 8.18015 16.30288 -18.68258  0.148
111 C 8.68362 16.20072 -20.12363  -0.665
112 C 8.78732 14.83270 -20.59221  0.133
113 N 8.86233 13.77678 -20.95246  -0.423
114 H 6.70681 15.57446 -17.34668  -0.254
115 H 6.74691 14.69421 -18.87484  0.520
116 H 6.05319 16.32243 -18.81970  -0.281
117 H 8.94369 15.90699 -18.02037  0.138
118 H 8.07397 17.37633 -18.48816  0.099
119 H 9.65323 16.69135 -20.18438  0.444
120 H 8.00790 16.73634 -20.80118  0.226
121 C 7.64331 14.49762 -9.33723  -1.438
122 C 6.42037 14.34082 -10.17044  -0.408
123 C 6.58211 14.98545 -11.55538  1.913
124 C 6.84793 16.39319 -11.44387  -0.013
125 N 7.09503 17.50738 -11.32643  -0.671
126 H 7.65210 13.78798 -8.49467  0.408
127 H 7.70798 15.49306 -8.90625  0.354
128 H 8.54748 14.24831 -9.90768  0.302
129 H 5.58217 14.84780 -9.67678  0.361
130 H 6.11054 13.30080 -10.26174  0.310
131 H 5.67506 14.86256 -12.14964  -0.926
132 H 7.41702 14.55023 -12.11101  -0.189
133 C 1.98681 24.02289 -19.05332  -0.988
134 C 2.64995 23.85628 -17.68940  -0.710
135 C 3.47708 22.57781 -17.61828  0.056
136 C 2.73029 21.36382 -17.84052  0.077
137 N 2.24784 20.38989 -18.04108  -0.353
138 H 1.39184 24.92951 -19.14349  0.369
139 H 1.29466 23.18517 -19.24755  0.253
140 H 2.71779 24.00267 -19.87411  0.212
141 H 1.89495 23.84863 -16.90816  0.336
142 H 3.32993 24.68944 -17.49772  0.375
143 H 3.96553 22.50901 -16.64198  0.181
144 H 4.29787 22.61522 -18.34370  0.224
145 C -2.47640 14.28774 -17.62250  -1.146
146 C -1.53721 14.06936 -16.47725  -0.604
147 C -0.10933 14.34726 -16.88702  4.138
148 C 0.31121 13.54215 -18.06534  -0.507
149 N 0.67488 12.94489 -18.95672  -0.675
150 H -3.49997 14.01257 -17.39350  0.437
151 H -2.16891 13.65561 -18.47444  0.361
152 H -2.44586 15.31565 -18.01413  0.072
153 H -1.63505 13.01831 -16.16824  0.411
154 H -1.77489 14.66517 -15.59540  0.388
155 H 0.67917 14.06641 -16.16677  -1.481
156 H 0.06211 15.39845 -17.13216  -1.343
157 C 2.94387 16.22531 -17.28326  0.024
158 C 2.64436 16.40577 -15.79347  2.407
159 C 3.20919 15.32720 -14.88990  2.270
160 C 4.63526 15.26576 -14.95942  -0.706
161 N 5.76142 15.21988 -15.00736  -0.177
162 H 2.51305 15.30357 -17.70620  -0.004
163 H 4.01065 16.18635 -17.54036  -0.151
164 H 2.52561 17.07703 -17.83415  -0.191
165 H 1.55562 16.42286 -15.65953  -1.952
166 H 2.99616 17.39637 -15.48926  -0.110
167 H 2.76967 14.37239 -15.17267  -0.152
168 H 2.87291 15.55969 -13.87834  -1.393
169 C 1.75908 19.95811 -13.86661  0.291
170 C 1.05322 20.28664 -12.56562  -0.981
171 C 1.79004 19.76163 -11.35865  1.419
172 C 3.07270 20.41964 -11.08987  -0.185
173 N 4.12566 20.92426 -10.90393  -0.645
174 H 1.28838 20.50529 -14.68459  0.318
175 H 1.71367 18.89084 -14.06840  -0.461
176 H 2.81039 20.28463 -13.84373  -0.035
177 H 0.10373 19.73465 -12.57185  0.372
178 H 0.82083 21.34560 -12.47365  0.313
179 H 1.99818 18.68957 -11.49742  -1.041
180 H 1.18107 19.85232 -10.45391  0.649

Values from the calculation:
- 2S+1 = 1
- lowest unoccupied orbital energy (eV) = 0.25
- net charge = 0
- Kohn-Sham gap (eV) = 11.26

=====

three:
# C60H105N15

A cluster of 15 separate species, C60H105N15 in total (ωB97M-V/def2-TZVPD, OMol25).

Each line ends with the Mulliken charge.
CARTESIAN COORDINATES (ANGSTROEM)
1 C 6.76123 4.71534 -2.43137  -0.865
2 C 7.65318 3.70705 -3.12662  -0.454
3 C 6.94087 2.78483 -4.14945  -0.340
4 C 5.90551 1.94654 -3.51026  0.140
5 N 5.12180 1.35358 -2.90572  -0.478
6 H 7.30982 5.20754 -1.69538  0.395
7 H 6.01818 4.12538 -1.88904  0.062
8 H 6.26097 5.46618 -3.08805  0.294
9 H 8.10212 3.05379 -2.35396  0.292
10 H 8.40753 4.17890 -3.73707  0.306
11 H 7.66593 2.03218 -4.47499  0.294
12 H 6.45526 3.41501 -4.91692  0.292
13 C -0.08230 -1.09497 -6.55431  -1.186
14 C -0.54163 -2.36692 -5.79158  -0.260
15 C -1.31814 -2.06091 -4.49836  1.421
16 C -1.51202 -3.19724 -3.61587  -0.185
17 N -1.60225 -4.05059 -2.81752  -0.636
18 H 0.76431 -0.60441 -6.08447  0.215
19 H -0.83161 -0.34706 -6.73006  0.312
20 H 0.28883 -1.43082 -7.53350  0.406
21 H 0.33320 -2.94208 -5.48833  0.036
22 H -1.20931 -2.96880 -6.42299  0.432
23 H -2.27208 -1.54061 -4.65356  0.489
24 H -0.67073 -1.39019 -3.91431  -0.968
25 C -2.45745 1.60644 -4.12369  -0.075
26 C -2.90979 3.06502 -4.03243  -0.663
27 C -4.07989 3.40576 -3.06947  0.439
28 C -4.23259 4.81114 -3.01628  -0.035
29 N -4.35400 5.95243 -2.87213  -0.603
30 H -3.25030 0.89395 -4.38995  0.604
31 H -2.02093 1.25915 -3.15123  -0.409
32 H -1.65867 1.52915 -4.87550  0.054
33 H -3.25293 3.32921 -5.03365  0.441
34 H -2.04041 3.67282 -3.81813  -0.065
35 H -3.77920 3.06164 -2.07268  -0.441
36 H -4.96653 2.88037 -3.35054  0.630
37 C 0.51307 6.47763 0.96863  -0.842
38 C 0.19516 7.04833 -0.40848  -0.556
39 C -1.13012 6.63156 -1.09033  -0.654
40 C -1.14885 5.17264 -1.28602  -0.037
41 N -1.14309 4.04356 -1.45869  0.090
42 H 1.44233 6.92883 1.34667  0.396
43 H 0.65391 5.38485 1.02199  0.017
44 H -0.32053 6.72510 1.62066  0.309
45 H 0.97862 6.80093 -1.10984  0.334
46 H 0.15355 8.16761 -0.25596  0.319
47 H -1.32720 7.17038 -2.00402  0.391
48 H -1.98159 6.81728 -0.41609  0.299
49 C 2.21148 -3.61107 -3.52154  -1.278
50 C 2.63838 -2.15438 -3.46725  -0.252
51 C 2.88728 -1.62083 -2.09029  3.003
52 C 4.00487 -2.26215 -1.45103  -0.059
53 N 4.79565 -2.72115 -0.74013  -0.849
54 H 2.84402 -4.34116 -2.96868  0.426
55 H 2.22630 -3.85319 -4.60660  0.404
56 H 1.17188 -3.81102 -3.21004  0.096
57 H 1.94169 -1.54029 -3.99953  -0.010
58 H 3.57321 -2.05219 -3.99334  0.445
59 H 2.06389 -1.68365 -1.36312  -0.744
60 H 3.06920 -0.54895 -2.14738  -1.222
61 C -5.92151 -1.78285 2.77484  -0.585
62 C -5.77194 -1.70152 4.30825  -0.856
63 C -4.34786 -1.69982 4.82756  -0.171
64 C -3.69197 -0.44703 4.36590  0.077
65 N -3.05875 0.43305 3.99639  -0.319
66 H -6.79652 -1.20130 2.52839  0.329
67 H -6.09519 -2.76766 2.41896  0.387
68 H -5.15150 -1.30060 2.23067  -0.069
69 H -6.33084 -2.51529 4.78373  0.340
70 H -6.26962 -0.81035 4.65086  0.431
71 H -3.72718 -2.49633 4.43027  0.043
72 H -4.40493 -1.57615 5.91685  0.372
73 C -4.13686 -5.17714 0.65685  -1.092
74 C -3.95596 -5.09072 2.11503  0.632
75 C -2.91202 -6.05669 2.68996  0.489
76 C -3.46708 -7.34644 2.50524  0.266
77 N -3.97145 -8.31722 2.19556  -0.520
78 H -4.76848 -4.38953 0.24135  0.080
79 H -4.54990 -6.13453 0.32509  0.461
80 H -3.23611 -4.99222 0.04532  0.183
81 H -4.88768 -5.15897 2.70993  0.356
82 H -3.50197 -4.10907 2.31169  -0.614
83 H -2.68374 -5.86385 3.72727  0.432
84 H -2.00267 -5.90120 2.13517  -0.583
85 C 0.16039 -5.35989 0.75955  -0.732
86 C 1.55493 -5.16388 0.19219  -0.127
87 C 2.47822 -4.33212 1.05892  -0.834
88 C 1.90509 -2.94211 1.17283  -0.682
89 N 1.49654 -1.89094 1.31259  0.537
90 H -0.52205 -5.50710 -0.13971  0.242
91 H -0.22971 -4.44245 1.19221  0.099
92 H 0.08910 -6.23280 1.42901  0.288
93 H 1.61337 -4.70015 -0.80284  -0.355
94 H 2.10589 -6.10254 0.10548  0.571
95 H 3.46414 -4.24334 0.63433  0.373
96 H 2.66238 -4.72541 2.03276  0.500
97 C 2.85731 1.54325 0.83780  -0.562
98 C 4.23423 1.26695 0.29109  0.401
99 C 5.04402 0.27198 1.11528  0.299
100 C 5.19663 0.67891 2.49881  -0.037
101 N 5.42239 0.95859 3.58960  -0.631
102 H 2.36591 2.22148 0.11989  0.138
103 H 2.86610 2.03946 1.79021  0.538
104 H 2.31745 0.60195 0.95424  -0.104
105 H 4.77227 2.21861 0.29402  0.661
106 H 4.31189 0.92231 -0.76175  -0.729
107 H 6.05810 0.14149 0.80167  0.606
108 H 4.49979 -0.66372 1.10634  -0.375
109 C 3.29561 -3.38877 4.90749  -1.257
110 C 4.35681 -2.53765 4.26480  0.631
111 C 5.33405 -2.06088 5.34552  -0.475
112 C 6.15021 -3.07797 5.93339  0.095
113 N 6.86315 -3.90029 6.38050  -0.501
114 H 2.54124 -3.60217 4.20231  0.274
115 H 2.77461 -2.79885 5.70806  0.306
116 H 3.72201 -4.32023 5.35455  0.350
117 H 3.95302 -1.64243 3.81074  -0.520
118 H 4.86591 -3.08383 3.51665  0.419
119 H 4.67295 -1.69560 6.12921  0.302
120 H 5.99779 -1.24196 5.04970  0.333
121 C 1.66027 2.86335 -5.73569  -1.750
122 C 0.97142 2.65922 -4.36792  0.851
123 C 1.85602 2.67697 -3.13979  2.350
124 C 2.64032 3.87354 -3.08550  -0.189
125 N 3.21663 4.88772 -2.99405  -0.669
126 H 1.02161 2.52673 -6.49517  0.511
127 H 2.61105 2.28023 -5.81423  0.310
128 H 1.90108 3.90460 -5.89082  0.398
129 H 0.52732 1.70860 -4.34598  -0.414
130 H 0.17934 3.37352 -4.29617  0.006
131 H 2.55146 1.85196 -3.06166  -0.564
132 H 1.10655 2.73516 -2.35236  -0.856
133 C 1.30010 0.41179 3.99177  -0.298
134 C 0.39346 0.37394 5.16234  0.004
135 C 0.17923 -1.02710 5.79239  -0.539
136 C -0.58127 -1.89295 4.89813  0.381
137 N -1.03400 -2.65622 4.14240  -0.479
138 H 0.90473 -0.08403 3.09026  -0.327
139 H 2.36492 0.14596 4.16257  0.479
140 H 1.37156 1.46653 3.65968  0.182
141 H -0.63396 0.73559 4.99649  -0.401
142 H 0.76924 0.98518 6.01709  0.442
143 H -0.37098 -0.98650 6.73421  0.435
144 H 1.07418 -1.57602 5.98339  -0.039
145 C -1.28352 3.90635 4.42756  -1.493
146 C -1.48374 3.31473 3.00188  1.713
147 C -2.90666 3.18060 2.53258  0.770
148 C -3.42338 4.46245 2.20435  -0.046
149 N -3.69418 5.56374 2.01760  -0.604
150 H -0.27016 4.29692 4.46066  0.411
151 H -1.33608 3.09151 5.12040  0.320
152 H -1.95723 4.73344 4.65353  0.416
153 H -0.98990 2.33210 3.04912  -0.913
154 H -0.89660 3.85332 2.24454  -0.187
155 H -3.51660 2.79687 3.38318  0.218
156 H -3.07601 2.60199 1.62529  -0.439
157 C -4.57197 -1.38621 -2.13957  -0.938
158 C -5.70384 -1.60599 -1.13519  0.440
159 C -6.43255 -0.32028 -0.84317  -0.922
160 C -5.49234 0.74774 -0.57916  0.302
161 N -4.71412 1.58204 -0.43035  -0.441
162 H -5.02250 -1.09765 -3.11195  0.389
163 H -4.02477 -2.30759 -2.34599  0.318
164 H -3.79746 -0.68067 -1.85029  0.065
165 H -5.33301 -1.98946 -0.17562  -0.587
166 H -6.44603 -2.31186 -1.50074  0.592
167 H -7.20164 -0.30899 -0.06865  0.354
168 H -6.89891 -0.06675 -1.77086  0.414
169 C -2.01990 -1.37306 0.76515  -0.249
170 C -1.22964 -0.08302 0.94984  2.975
171 C -1.20561 0.79605 -0.37315  1.226
172 C -0.47279 0.20807 -1.50294  -1.186
173 N 0.24836 -0.18408 -2.27811  0.041
174 H -1.59998 -2.02796 0.01527  0.308
175 H -3.09431 -1.23354 0.58195  -0.360
176 H -1.92827 -2.06465 1.61810  -0.034
177 H -0.26523 -0.29945 1.35988  -1.605
178 H -1.80261 0.57740 1.63164  -0.815
179 H -0.73332 1.76270 -0.23931  0.593
180 H -2.27291 0.86345 -0.60765  -0.898

Values from the calculation:
- 2S+1 = 1
- lowest unoccupied orbital energy (eV) = 0.27
- net charge = 0
- Kohn-Sham gap (eV) = 11.36

=====

Looking at the structures above, two is most stable, and the difference to the next one is 0.0354 hartree.